1.
Formula: C42H109NO13
Source: OMol25
Level of theory: ωB97M-V/def2-TZVPD

```
165
Properties=species:S:1:pos:R:3:lowdin_charge:R:1
C -0.430 0.147 -2.063 -0.075
C -1.139 0.625 -0.748 -0.303
C -1.524 -0.617 0.170 -0.110
C -0.425 -1.468 0.759 -0.276
C 0.415 -0.514 1.541 -0.042
C 0.952 0.732 0.732 -0.340
N -0.196 1.418 0.082 -0.118
O 0.061 2.670 -0.428 -0.096
C 1.580 1.761 1.730 -0.029
C 2.070 0.308 -0.192 -0.081
C -2.517 1.301 -1.025 0.006
H -1.169 -0.130 -2.815 -0.004
H 0.232 -0.716 -1.993 0.058
H 0.154 1.006 -2.391 0.124
H -2.267 -0.328 0.913 0.135
H -2.014 -1.359 -0.461 0.048
H 0.135 -1.955 -0.040 0.102
H -0.843 -2.282 1.352 0.042
H 1.278 -1.117 1.826 0.136
H -0.048 -0.043 2.408 0.094
H 0.760 2.040 2.392 0.038
H 2.416 1.292 2.248 0.126
H 2.000 2.664 1.286 0.017
H 1.856 -0.445 -0.951 0.039
H 2.395 1.053 -0.918 0.084
H 2.908 0.002 0.434 0.073
H -2.883 1.694 -0.076 0.092
H -3.179 0.558 -1.469 0.053
H -2.448 2.145 -1.710 0.059
H -0.338 3.272 0.205 0.001
O -1.346 2.553 1.826 0.057
H -2.163 2.062 1.914 0.125
H -0.794 2.002 1.270 -0.024
C -1.015 -2.229 -1.921 -0.118
C -1.392 -3.420 -2.745 -0.446
C -2.790 -3.854 -2.556 -0.028
O -1.271 -3.103 -4.082 -0.045
H -1.607 -1.360 -2.208 0.064
H 0.009 -1.937 -2.154 0.089
H -1.198 -2.354 -0.853 0.030
H -0.726 -4.223 -2.430 0.102
H -3.173 -4.662 -3.178 0.110
H -3.439 -2.980 -2.608 0.036
H -2.743 -4.233 -1.535 0.059
H -1.809 -2.346 -4.325 -0.263
C 1.107 4.465 1.096 -0.078
C 2.408 4.514 1.899 -0.493
C 3.403 5.491 1.280 -0.039
O 2.024 4.797 3.225 -0.015
H 1.285 3.757 0.286 0.076
H 0.780 5.410 0.662 0.069
H 0.291 4.106 1.723 0.088
H 2.753 3.493 2.057 0.090
H 3.304 5.542 0.195 0.092
H 4.325 4.967 1.531 0.021
H 3.445 6.488 1.718 0.098
H 1.232 5.327 3.107 0.088
C -1.248 -2.597 3.398 -0.009
C -0.089 -3.437 3.915 -0.336
C -0.108 -3.735 5.475 0.012
O -0.151 -4.615 3.217 0.171
H -1.142 -1.541 3.646 0.098
H -2.163 -2.997 3.834 0.107
H -1.256 -2.592 2.308 0.035
H 0.772 -2.865 3.570 0.151
H -0.200 -2.728 5.881 0.082
H 0.848 -4.185 5.744 0.081
H -0.890 -4.386 5.865 0.085
H -0.885 -5.160 3.509 0.194
C -0.273 -0.472 -4.872 -0.031
C -0.945 -0.473 -6.210 -0.471
C -0.016 -0.573 -7.305 -0.035
O -1.737 -1.618 -6.283 0.091
H 0.163 -1.451 -4.673 0.118
H -0.931 -0.174 -4.055 0.017
H 0.496 0.293 -4.973 0.115
H -1.598 0.398 -6.281 0.145
H -0.607 -0.540 -8.220 0.104
H 0.487 -1.528 -7.150 0.107
H 0.741 0.211 -7.350 0.101
H -1.082 -2.310 -6.401 0.143
C 5.713 3.359 1.365 -0.030
C 4.983 2.257 0.541 -0.439
C 3.842 2.913 -0.254 -0.024
O 5.827 1.670 -0.360 -0.095
H 6.428 3.944 0.786 0.094
H 6.366 2.828 2.058 0.086
H 5.127 3.964 2.056 0.061
H 4.575 1.597 1.307 0.145
H 3.282 3.629 0.347 0.021
H 3.199 2.125 -0.646 0.041
H 4.294 3.465 -1.079 0.114
H 6.417 2.395 -0.577 0.125
C -4.107 -1.077 -2.665 -0.048
C -3.479 -0.696 -3.978 -0.312
C -2.763 0.688 -3.869 -0.044
O -2.499 -1.634 -4.344 -0.010
H -3.391 -1.148 -1.846 0.059
H -4.572 -2.053 -2.807 0.089
H -4.832 -0.407 -2.203 0.104
H -4.238 -0.627 -4.758 0.155
H -3.497 1.410 -3.512 0.099
H -2.401 0.930 -4.868 0.074
H -1.923 0.674 -3.174 0.013
H -2.193 -1.539 -5.248 -0.137
C -1.222 6.464 0.512 -0.056
C -2.161 5.618 -0.366 -0.437
C -1.487 4.359 -0.922 -0.045
O -3.308 5.374 0.427 -0.026
H -1.799 7.284 0.939 0.090
H -0.365 6.804 -0.071 0.080
H -0.713 5.910 1.300 0.048
H -2.364 6.205 -1.262 0.136
H -1.426 3.677 -0.074 0.045
H -0.551 4.557 -1.444 0.116
H -2.166 3.837 -1.596 0.080
H -3.050 4.844 1.184 0.084
C 0.126 1.733 4.222 -0.076
C -1.206 2.307 4.503 -0.520
C -1.270 2.868 5.940 -0.049
O -1.422 3.413 3.717 -0.051
H 0.109 1.213 3.265 0.011
H 0.355 0.843 4.808 0.098
H 0.959 2.430 4.318 0.108
H -1.983 1.552 4.389 0.136
H -1.114 2.175 6.766 0.069
H -2.258 3.311 6.069 0.074
H -0.524 3.649 6.083 0.079
H -1.264 3.021 2.856 -0.202
C 1.790 -4.271 1.370 0.010
C 0.468 -3.808 0.719 -0.400
C 0.217 -4.310 -0.673 -0.012
O -0.603 -4.210 1.465 -0.098
H 2.386 -3.525 1.895 0.074
H 2.473 -4.818 0.720 0.083
H 1.574 -5.011 2.141 0.086
H 0.404 -2.720 0.726 0.033
H -0.789 -4.639 -0.932 0.085
H 0.714 -5.278 -0.736 0.115
H 0.645 -3.652 -1.429 0.089
H -0.353 -4.393 2.374 -0.352
C 4.677 -0.137 -0.858 -0.084
C 4.317 -1.468 -0.208 -0.428
C 3.204 -2.021 -1.052 -0.056
O 5.503 -2.272 -0.211 -0.029
H 3.896 0.601 -0.673 0.012
H 4.843 -0.072 -1.933 0.119
H 5.612 0.318 -0.532 0.031
H 3.925 -1.328 0.800 0.128
H 2.902 -3.042 -0.818 0.072
H 3.485 -2.201 -2.090 0.102
H 2.341 -1.359 -1.121 0.015
H 6.227 -1.766 0.167 0.083
C -2.590 -3.075 0.474 -0.037
C -2.808 -4.336 1.388 -0.458
C -4.173 -4.781 1.388 -0.072
O -1.971 -5.369 0.898 -0.022
H -3.177 -2.228 0.828 0.112
H -3.018 -3.317 -0.499 0.069
H -1.537 -2.810 0.382 0.026
H -2.619 -4.174 2.449 0.103
H -4.860 -3.976 1.649 0.084
H -4.455 -5.541 2.116 0.085
H -4.452 -5.120 0.390 0.091
H -1.131 -4.918 1.008 -0.268
```

Results
* highest occupied orbital energy: -7.8 eV
* total energy: -2696.9537 a.u.
* largest force on an atom: 19.59 eV/A
* multiplicity: 1
* LUMO level: 0.40 eV
* charge: 0
* gap between HOMO and LUMO: 0.3021 Eh

2.
Formula: C42H111N5O22
Source: OMol25
Level of theory: ωB97M-V/def2-TZVPD

```
180
Properties=species:S:1:pos:R:3:lowdin_charge:R:1
C -0.910 5.933 6.572 -0.113
O -0.719 5.029 5.531 -0.213
C 0.279 4.059 5.756 -0.223
C 0.508 3.226 4.508 -0.207
N 1.845 2.634 4.537 -0.039
C 2.059 1.808 3.354 -0.224
C 3.417 1.099 3.368 -0.201
O 3.634 0.426 4.593 -0.180
C 3.053 -0.843 4.635 -0.121
H -1.907 6.366 6.523 0.091
H -0.192 6.760 6.505 0.090
H -0.805 5.456 7.554 0.089
H 0.012 3.428 6.622 0.127
H 1.231 4.522 6.062 0.125
H 0.400 3.880 3.641 0.125
H -0.289 2.477 4.445 0.105
H 1.925 1.984 5.317 0.112
H 2.061 2.366 2.404 0.114
H 1.235 1.084 3.186 0.110
H 4.179 1.876 3.372 0.124
H 3.384 0.433 2.501 0.099
H 3.224 -1.465 3.747 0.076
H 1.959 -0.753 4.746 0.069
H 3.398 -1.404 5.503 0.092
C 5.950 -4.894 -8.026 -0.125
O 6.456 -4.606 -6.759 -0.179
C 5.593 -3.818 -5.987 -0.253
C 6.069 -3.861 -4.556 -0.200
N 5.311 -2.982 -3.665 -0.078
C 5.549 -3.299 -2.276 -0.203
C 4.734 -2.388 -1.401 -0.241
O 4.983 -2.709 -0.052 -0.183
C 4.095 -1.976 0.802 -0.089
H 5.645 -4.009 -8.602 0.089
H 5.020 -5.484 -7.967 0.091
H 6.695 -5.500 -8.528 0.089
H 4.534 -4.129 -6.036 0.119
H 5.561 -2.811 -6.446 0.131
H 7.152 -3.652 -4.540 0.129
H 6.010 -4.912 -4.254 0.132
H 5.628 -2.049 -3.914 0.132
H 6.612 -3.262 -2.006 0.130
H 5.213 -4.315 -2.057 0.134
H 3.659 -2.525 -1.574 0.114
H 4.946 -1.322 -1.580 0.121
H 3.062 -2.089 0.468 0.070
H 4.445 -0.937 0.868 0.080
H 4.275 -2.401 1.794 0.082
C 0.434 -10.757 3.884 -0.114
O -0.484 -9.835 3.347 -0.192
C 0.112 -8.685 2.821 -0.259
C -0.994 -7.771 2.341 -0.210
N -0.471 -6.670 1.529 -0.066
C 0.396 -5.777 2.275 -0.212
C 0.796 -4.624 1.399 -0.229
O -0.338 -3.821 1.180 -0.205
C -0.207 -2.916 0.111 -0.090
H 0.765 -10.404 4.870 0.089
H 1.280 -10.942 3.215 0.087
H -0.092 -11.698 4.041 0.085
H 0.792 -8.922 1.995 0.131
H 0.668 -8.187 3.625 0.118
H -1.527 -7.382 3.228 0.122
H -1.753 -8.329 1.793 0.123
H -1.306 -6.220 1.170 0.110
H 1.302 -6.348 2.478 0.120
H -0.126 -5.465 3.186 0.106
H 1.194 -5.045 0.465 0.132
H 1.592 -4.013 1.852 0.120
H -0.994 -2.170 0.068 0.086
H -0.156 -3.455 -0.840 0.094
H 0.752 -2.395 0.266 0.072
C -6.228 0.905 -0.113 -0.089
O -5.333 1.946 -0.448 -0.171
C -4.501 1.561 -1.489 -0.259
C -3.404 2.560 -1.792 -0.175
N -3.925 3.881 -2.193 -0.057
C -4.323 3.899 -3.596 -0.194
C -4.896 5.271 -3.925 -0.230
O -4.919 5.375 -5.316 -0.182
C -5.360 6.621 -5.788 -0.116
H -6.836 1.215 0.731 0.076
H -5.717 -0.004 0.226 0.088
H -6.875 0.707 -0.977 0.097
H -5.088 1.307 -2.385 0.122
H -3.982 0.607 -1.273 0.126
H -2.831 2.130 -2.612 0.106
H -2.747 2.674 -0.930 0.102
H -4.721 4.023 -1.573 0.127
H -5.071 3.145 -3.883 0.122
H -3.440 3.690 -4.206 0.120
H -4.204 6.010 -3.512 0.122
H -5.907 5.328 -3.514 0.132
H -4.989 7.432 -5.136 0.090
H -6.451 6.715 -5.842 0.087
H -4.918 6.849 -6.759 0.085
C 0.078 -3.176 5.387 -0.105
O -0.734 -2.032 5.240 -0.172
C -0.785 -1.641 3.887 -0.232
C -1.828 -0.563 3.698 -0.202
N -3.169 -1.128 3.548 -0.059
C -4.165 -0.063 3.447 -0.201
C -5.512 -0.697 3.170 -0.236
O -6.480 0.323 3.070 -0.201
C -7.789 -0.141 2.891 -0.134
H 0.165 -3.413 6.441 0.090
H 1.087 -3.026 4.963 0.079
H -0.319 -3.997 4.774 0.069
H -0.952 -2.480 3.206 0.114
H 0.163 -1.158 3.605 0.100
H -1.580 -0.051 2.769 0.094
H -1.836 0.159 4.526 0.125
H -3.390 -1.793 4.278 0.112
H -3.886 0.556 2.597 0.106
H -4.167 0.542 4.363 0.123
H -5.752 -1.495 3.888 0.126
H -5.413 -1.223 2.205 0.116
H -8.201 -0.694 3.743 0.089
H -7.882 -0.760 1.987 0.088
H -8.405 0.751 2.765 0.090
O -3.126 4.899 3.843 -0.079
C -3.662 3.650 3.417 -0.228
C -3.003 3.188 2.135 -0.230
O -1.808 2.456 2.446 -0.121
H -2.186 4.798 4.092 0.061
H -3.581 2.928 4.232 0.113
H -4.715 3.808 3.171 0.121
H -2.741 4.045 1.501 0.112
H -3.645 2.522 1.537 0.093
H -1.246 2.329 1.637 0.039
O 0.103 -1.776 -3.420 -0.058
C 1.375 -1.569 -3.995 -0.258
C 2.020 -2.751 -4.661 -0.242
O 2.544 -3.694 -3.730 -0.100
H -0.532 -1.947 -4.124 0.090
H 1.362 -0.718 -4.690 0.092
H 2.036 -1.241 -3.187 0.112
H 2.819 -2.453 -5.353 0.110
H 1.331 -3.335 -5.291 0.121
H 3.529 -3.691 -3.783 0.038
O -0.708 2.637 -4.661 -0.067
C 0.155 1.699 -5.284 -0.233
C 1.235 2.386 -6.092 -0.263
O 1.992 1.437 -6.792 -0.049
H -1.285 2.206 -4.029 0.061
H 0.587 1.069 -4.499 0.099
H -0.371 1.072 -6.018 0.129
H 1.868 3.034 -5.473 0.121
H 0.785 3.118 -6.776 0.129
H 1.698 1.428 -7.705 0.091
O -1.765 5.775 -2.201 -0.101
C -0.963 5.546 -1.044 -0.221
C 0.318 4.848 -1.426 -0.215
O 0.090 3.567 -2.035 -0.102
H -2.402 5.025 -2.333 0.042
H -0.795 6.471 -0.495 0.124
H -1.615 4.901 -0.436 0.106
H 0.893 4.705 -0.498 0.111
H 0.972 5.445 -2.066 0.129
H 0.118 3.686 -2.998 0.079
O 4.011 5.159 -1.072 -0.065
C 3.930 3.805 -0.627 -0.240
C 4.104 2.923 -1.862 -0.179
O 4.367 1.553 -1.471 -0.096
H 3.830 5.737 -0.321 0.093
H 4.687 3.592 0.141 0.124
H 2.967 3.578 -0.153 0.106
H 4.956 3.242 -2.467 0.127
H 3.173 3.004 -2.423 0.118
H 5.261 1.456 -1.136 0.101
O 2.209 0.644 -0.135 -0.078
C 1.039 0.488 -0.890 -0.255
C -0.164 0.795 -0.056 -0.194
O -0.171 2.175 0.349 -0.100
H 2.975 0.909 -0.714 0.050
H 1.081 1.173 -1.749 0.113
H 0.973 -0.508 -1.354 0.094
H -0.131 0.207 0.866 0.110
H -1.136 0.587 -0.517 0.120
H -0.044 2.714 -0.458 0.047
```

Results
* highest occupied orbital energy: -8.4 eV
* total energy: -3595.5655 a.u.
* energy relative to the best compared isomer or geometry (same formula, charge and spin): 0.000 eV
* largest force on an atom: 2.08 eV/A
* multiplicity: 1
* LUMO level: 0.20 eV
* SMILES string: COCCNCCOC.COCCNCCOC.COCCNCCOC.COCCNCCOC.COCCNCCOC.OCCO.OCCO.OCCO.OCCO.OCCO.OCCO
* charge: 0
* gap between HOMO and LUMO: 0.3164 Eh